2 unconnected molecules or ions with the total composition C6H11N, computed with the ωB97M-V functional and the def2-TZVPD basis.

```
! RIJCOSX wB97M-V def2-TZVPD def2/J DEFGRID3
* xyz 0 1
C -0.474 1.432 -0.728
C -0.359 0.373 0.071
C 0.895 -0.444 0.264
C 2.116 0.024 -0.517
C -1.551 -0.104 0.881
C -1.279 0.030 2.319
N -1.010 0.156 3.437
H -1.413 1.971 -0.819
H 0.362 1.805 -1.313
H 1.127 -0.466 1.338
H 0.660 -1.485 -0.005
H 1.925 0.022 -1.595
H 2.964 -0.640 -0.325
H 2.410 1.037 -0.224
H -1.762 -1.161 0.669
H -2.451 0.467 0.635
H -1.168 -1.870 -2.032
H -0.993 -1.147 -2.058
*
```

Values from the calculation:
Gap between HOMO and LUMO = 11.06 eV
Energy relative to the best compared isomer or geometry (same formula, charge and spin) = 37.6 kcal per mole
SMILES = C=C(CC)CC#N.[H][H]
Lowest unoccupied orbital energy = 0.957 eV

=====

A single C6H11N molecule, computed with the ωB97M-V functional and the def2-TZVPD basis.

```
! RIJCOSX wB97M-V def2-TZVPD def2/J DEFGRID3
* xyz 0 1
C -0.786 -2.287 -1.278
C -0.059 -1.426 -0.404
C -0.354 0.062 -0.224
N -1.428 0.546 -0.924
C 0.629 0.739 0.537
C 0.162 2.085 1.193
C 2.001 0.065 0.861
H -0.495 -3.391 -1.179
H -1.801 -2.132 -1.808
H 0.249 -2.084 0.515
H -1.876 0.165 -1.748
H -2.002 1.291 -0.496
H 0.923 2.662 1.740
H -0.710 2.112 1.818
H -0.325 2.642 0.386
H 2.798 0.727 1.248
H 1.559 -0.528 1.811
H 2.120 -0.712 0.063
*
```

Values from the calculation:
Gap between HOMO and LUMO = 7.89 eV
Energy relative to the best compared isomer or geometry (same formula, charge and spin) = 89.1 kcal per mole
SMILES = C=CC(N)=C(C)C
Lowest unoccupied orbital energy = 0.711 eV